Molecular formula: CH4N3P
Method: DFT, wB97M-V/def2-TZVPD

Structure (XYZ):
```
9
Properties=species:S:1:pos:R:3:forces:R:3:nbo_charge:R:1
C 1.37516 0.37535 0.96267 -0.147 0.283 -0.794 -0.091
N 1.95824 0.76724 1.87057 0.099 -0.069 0.316 -0.282
N -0.74553 -1.35743 0.47486 0.295 1.235 -4.329 -1.080
N -0.20221 1.30531 -0.98368 -0.371 -0.745 -1.201 -1.133
P 0.61767 -0.09923 -0.61510 -1.458 -2.082 2.670 1.087
H -0.25259 -2.06791 1.00545 0.469 -0.061 -0.128 0.360
H -1.13903 -1.87306 -0.42137 0.906 0.972 2.480 0.344
H -0.85878 1.85474 -0.48917 -0.181 0.469 1.786 0.407
H -0.75291 1.09500 -1.80424 0.389 -0.001 -0.800 0.387
```
Forces are in eV/Å.

Results
spin multiplicity: 1
molar mass: 89.0 g/mol
structure (SMILES): N#CP(N)N
ΔE to the lowest compared entry with this formula, charge and spin: 105.1 kJ/mol
E: -546.08232 a.u.
charge: 0



Molecular formula: C11H14N2O
Method: DFT, wB97M-V/def2-TZVPD

Structure (XYZ):
```
28
Properties=species:S:1:pos:R:3:forces:R:3:nbo_charge:R:1
C -0.19546 1.68196 1.97329 -2.968 -2.176 2.185 -0.631
C 0.27910 -0.67077 0.90701 -1.809 -0.312 0.701 -0.087
C -0.57330 0.28708 1.49945 -3.644 0.791 1.396 -0.054
C -0.44973 -1.88910 0.87809 -0.324 -0.867 0.331 0.148
C -1.86167 -0.31276 1.80962 4.095 -2.171 -2.511 -0.073
C 1.54794 -0.61392 0.43686 4.511 0.293 -1.055 -0.204
C 2.17150 -1.85189 0.06315 0.580 1.704 -0.398 -0.243
C 1.42014 -2.98915 -0.08876 -2.417 0.327 1.184 -0.205
C 0.07137 -3.04747 0.35332 2.238 0.070 -1.153 -0.256
N -1.68826 -1.72224 1.41151 -1.766 2.183 0.933 -0.546
H 2.19078 0.37918 0.30342 -1.672 -2.207 0.646 0.236
H 3.24452 -1.98487 -0.20703 -0.938 0.861 0.076 0.217
H 1.82437 -3.80762 -0.60400 0.604 -1.198 -0.318 0.207
H -0.40959 1.67962 3.09480 -0.313 0.426 -1.414 0.221
H -0.70560 2.45943 1.46777 -0.472 0.852 -0.331 0.205
H -2.88691 0.01133 1.84255 0.129 0.493 0.786 0.218
H -2.37959 -2.44416 1.68720 1.124 0.780 -0.661 0.416
H -0.46768 -3.94195 0.13665 -0.595 -0.363 0.233 0.213
H 0.79988 1.82021 2.01463 3.610 0.556 -0.673 0.218
C -0.29259 0.88136 -2.74520 5.681 2.870 0.747 -0.698
C 0.30569 2.27048 -1.99304 -0.261 -2.309 -2.129 0.702
O 1.50393 2.43839 -2.08106 -0.720 0.277 0.957 -0.593
N -0.59340 3.08910 -1.35659 0.642 -0.639 -0.553 -0.855
H -0.92283 1.00949 -3.53128 -1.789 0.761 -2.331 0.207
H -0.71032 0.29194 -2.05081 -1.710 -2.077 2.747 0.210
H -0.36361 3.53150 -0.49826 0.343 0.599 0.240 0.401
H -1.53735 3.07258 -1.65448 -0.707 -0.290 0.148 0.393
H 0.67865 0.37225 -3.06881 -1.451 0.765 0.217 0.233
```
Forces are in eV/Å.

Results
spin multiplicity: 1
molar mass: 190.2 g/mol
structure (SMILES): Cc1c[nH]c2ccccc12.CC(N)=O
ΔE to the lowest compared entry with this formula, charge and spin: 263.3 kJ/mol
E: -612.25044 a.u.
charge: 0



Molecular formula: C9H10BrN3O4Pd
Method: DFT, wB97M-V/def2-TZVPD

Structure (XYZ):
```
28
Properties=species:S:1:pos:R:3:forces:R:3:nbo_charge:R:1
Pd -0.05326 -0.06526 -0.07680 0.836 -1.627 -0.498 0.871
N -1.80004 0.92150 0.96914 0.115 -0.173 0.231 -0.826
C -1.37239 0.83095 2.38357 -0.019 -0.009 0.053 -0.310
C 0.04187 1.44871 2.49879 0.123 0.036 0.510 0.611
O 0.15481 2.38080 3.32772 0.014 0.060 -0.146 -0.754
N 0.93558 0.91962 1.67801 -0.925 0.545 -0.941 -0.709
C 1.77936 1.86089 0.95259 0.672 0.134 0.275 -0.361
C 1.07708 2.61600 -0.22881 0.373 0.573 0.540 0.754
O 1.23224 3.86202 -0.19011 -0.106 -0.098 -0.427 -0.797
O 0.46156 1.96052 -1.11089 -0.186 0.148 0.178 -0.790
H -1.91912 1.89608 0.71341 0.116 -0.032 -0.184 0.380
H -2.67259 0.43256 0.81961 -0.087 0.094 -0.012 0.350
H -1.37678 -0.22533 2.66726 0.097 -0.010 -0.048 0.181
H -2.03359 1.38909 3.05590 -0.001 -0.053 0.021 0.163
H 2.59491 1.28724 0.50068 -0.003 -0.012 0.029 0.214
H 2.18530 2.66022 1.58169 0.018 -0.128 0.106 0.178
Br -2.73838 -6.49211 -0.32784 -0.010 -0.020 0.002 -0.003
C -2.03467 -4.71949 -0.29635 0.015 0.008 -0.008 -0.050
C -2.32109 -3.85612 -1.33576 0.055 0.014 0.010 -0.314
C -1.78907 -2.57284 -1.25604 0.044 -0.104 0.149 0.070
N -1.04545 -2.15664 -0.23703 -0.126 0.252 -0.195 -0.383
C -0.75984 -3.01305 0.73711 0.116 -0.026 -0.099 0.081
C -1.23955 -4.31935 0.75898 0.011 0.041 -0.036 -0.298
H -2.92323 -4.16070 -2.18020 0.003 -0.009 0.008 0.217
H -1.95437 -1.85228 -2.04717 -0.017 0.023 0.020 0.212
H -0.10541 -2.63173 1.51180 -0.002 0.023 -0.010 0.237
H -0.98801 -4.98910 1.56895 -0.011 -0.003 -0.007 0.219
O 1.51090 -0.97685 -0.74483 -1.116 0.353 0.479 -1.144
```
Forces are in eV/Å.

Results
spin multiplicity: 1
molar mass: 410.5 g/mol
ΔE to the lowest compared entry with this formula, charge and spin: 403.4 kJ/mol
E: -3515.95796 a.u.
charge: -2



Molecular formula: C5H7Cl3N2
Method: DFT, wB97M-V/def2-TZVPD

Structure (XYZ):
```
17
Properties=species:S:1:pos:R:3:forces:R:3:nbo_charge:R:1
C -0.90499 -1.19950 -1.01503 0.062 -0.203 -0.357 0.281
C -0.19720 -1.68927 1.18007 -0.829 -0.424 -1.257 -0.578
C 0.08622 -0.87777 -0.08382 2.880 0.099 2.233 -0.378
C 0.13098 0.65158 0.19779 2.762 -0.776 1.656 -0.118
C 0.99442 1.21948 -0.91114 2.398 1.650 -0.663 -0.026
N -1.81112 -1.49226 -1.62663 -1.693 -0.509 -1.365 -0.308
N -1.08904 1.28061 0.48060 -1.501 2.380 -0.478 -0.834
Cl 0.43649 1.03919 -2.57009 -0.177 -0.005 0.364 0.061
Cl 1.35482 2.98282 -0.60091 -0.694 -0.365 -0.074 -0.018
Cl 2.72709 0.52535 -0.81155 -0.924 0.026 -0.094 -0.043
H -1.18760 -1.54292 1.46473 -2.171 0.193 0.133 0.222
H -0.10768 -2.75108 1.02137 0.442 -0.302 -0.064 0.224
H 0.25553 -1.35491 2.04467 2.009 0.599 1.508 0.218
H 1.14741 -1.18671 -0.37238 -1.669 0.444 -0.209 0.281
H 0.85055 0.82064 1.13283 -1.533 -0.563 -1.761 0.236
H -0.90325 2.29862 0.79279 -0.610 -2.268 -0.839 0.393
H -1.78264 1.27614 -0.32330 1.250 0.024 1.266 0.389
```
Forces are in eV/Å.

Results
spin multiplicity: 1
molar mass: 201.5 g/mol
structure (SMILES): C[C@@H](C#N)[C@H](N)C(Cl)(Cl)Cl
ΔE to the lowest compared entry with this formula, charge and spin: 25.8 kJ/mol
E: -1684.77161 a.u.
charge: 0